Below is C6H11NO in the gas phase at a distorted geometry, with properties calculated with the ωB97M-V functional and the def2-TZVPD basis.

The value obtained for the gap between HOMO and LUMO is 7.194 eV. As for the energy above the lowest of the compared OMol25 structures with the same formula, charge and spin: 131.9 kcal/mol. The calculation puts the HOMO energy at -9.1 eV.

```
! RIJCOSX wB97M-V def2-TZVPD def2/J DEFGRID3
* xyz 0 1
O 0.74279 1.17024 1.59242
N 1.98028 -1.20867 -0.75809
C 1.82535 0.00299 -0.30023
C -0.65506 -0.09602 -0.85013
C 0.61392 0.67505 -1.06545
C -1.62861 0.45547 -0.12661
C -2.83183 -0.37921 0.25470
C 1.35476 0.11550 1.34356
H 2.29154 -0.05927 1.89091
H -3.60359 0.22451 0.73613
H -0.68528 -1.16051 -1.04380
H 0.65515 -0.73153 1.44069
H -2.54294 -1.10459 1.01594
H -3.26726 -0.84165 -0.62791
H 2.98810 -1.36853 -0.81694
H 2.68871 0.67501 -0.40758
H 0.96425 0.59303 -2.09156
H 0.55157 1.66070 -0.59480
H -1.44185 1.37750 0.40874
*
```

In elementary charge units, the Löwdin charges are: number 1, O, carries -0.04; number 2, N, carries 0.17; number 3, C, carries -0.40; number 4, C, carries -0.14; number 5, C, carries -0.13; number 6, C, carries -0.15; number 7, C, carries -0.10; number 8, C, carries -0.33; number 9, H, carries 0.13; number 10, H, carries 0.06; number 11, H, carries 0.11; number 12, H, carries 0.12; number 13, H, carries 0.07; number 14, H, carries 0.07; number 15, H, carries 0.07; number 16, H, carries 0.14; number 17, H, carries 0.11; number 18, H, carries 0.11; number 19, H, carries 0.10